# H6O3Rb

A molecular structure, H6O3Rb (wB97M-V/def2-TZVPD, the OMol25 dataset).

charge: +1
LUMO: -4.1 eV
2S+1: 1

Positions of all 10 atoms, in Å:
Rb: -17.994 2.662 1.317
O: -17.825 1.317 6.000
O: -14.207 0.073 1.590
O: -21.020 4.442 5.041
H: -18.366 0.909 6.676
H: -21.102 4.903 5.875
H: -16.934 1.027 6.200
H: -14.258 -0.874 1.461
H: -13.313 0.225 1.896
H: -20.345 3.782 5.197

# C33H37N2OPtS3Si

A molecular structure, C33H37N2OPtS3Si (wB97M-V/def2-TZVPD, the OMol25 dataset).

charge: +3
LUMO: -11.3 eV
2S+1: 1

Positions of all 78 atoms, in Å:
Pt: -0.971 0.102 0.686
S: -1.489 2.914 -0.312
S: -1.312 -2.037 0.045
S: 1.162 -0.105 -0.037
Si: -0.641 -0.412 3.069
O: -2.293 1.737 0.363
N: 0.112 -3.629 -1.446
N: 2.158 -1.776 -1.779
C: -2.258 5.091 -1.674
C: -1.385 -5.207 1.182
C: 1.138 4.676 2.150
C: -1.012 4.700 3.262
C: 0.563 4.050 1.047
C: -1.171 -5.971 2.322
C: 0.476 -7.270 1.146
C: 3.417 -1.003 -1.742
C: -0.671 -5.477 0.019
C: -0.797 3.767 1.077
C: -4.049 3.869 -0.553
C: -0.931 -4.685 -1.238
C: 4.480 2.283 -3.255
C: 1.177 -1.523 -0.996
C: 3.439 0.194 -2.680
C: 0.353 4.993 3.249
C: -0.231 -6.991 2.308
C: -4.955 4.826 -0.990
C: -1.601 4.084 2.171
C: -2.400 0.029 3.367
C: 0.260 -6.513 0.005
C: -4.522 5.899 -1.757
C: 1.976 -2.848 -2.793
C: -2.717 4.034 -0.899
C: 2.601 0.311 -3.780
C: 0.033 -2.477 -0.910
C: 2.706 1.417 -4.619
C: 1.369 -4.043 -2.123
C: -3.179 6.037 -2.095
C: 3.651 2.395 -4.363
C: 0.626 0.856 3.431
C: 4.376 1.185 -2.414
C: -0.171 -2.150 3.352
H: 1.135 -4.805 -2.861
H: 2.192 4.919 2.143
H: 1.865 -0.450 -4.017
H: -0.053 -7.574 3.202
H: 2.934 -3.084 -3.247
H: 1.621 0.521 3.133
H: 0.634 1.006 4.520
H: 2.056 1.501 -5.481
H: -2.573 1.103 3.273
H: -0.971 -2.840 3.076
H: -2.147 -4.431 1.191
H: 1.309 -2.472 -3.568
H: -1.210 5.179 -1.941
H: 5.040 1.093 -1.560
H: -5.239 6.628 -2.109
H: -0.899 -5.319 -2.121
H: 1.159 3.815 0.170
H: 1.175 -8.096 1.121
H: -2.851 6.877 -2.693
H: 0.803 5.487 4.101
H: -2.663 3.866 2.158
H: 0.018 -2.269 4.427
H: 0.794 -6.766 -0.907
H: -4.373 3.017 0.032
H: 2.031 -4.484 -1.374
H: 5.216 3.050 -3.047
H: -1.755 -5.786 3.214
H: 0.744 -2.427 2.825
H: -1.909 -4.204 -1.209
H: 3.757 3.233 -5.039
H: -2.636 -0.274 4.398
H: 4.213 -1.712 -1.973
H: -6.000 4.733 -0.727
H: -1.619 4.975 4.115
H: -3.105 -0.505 2.720
H: 3.578 -0.666 -0.717
H: 0.410 1.828 2.975

# C3H5N3S

2 unconnected molecules or ions with the total composition C3H5N3S (wB97M-V/def2-TZVPD, the OMol25 dataset).

LUMO: 0.8 eV
2S+1: 1

Positions of all 12 atoms, in Å:
S: 0.960 2.241 -0.741
N: 0.886 -0.686 0.893
N: -0.412 0.454 -2.332
N: -0.136 -0.834 0.294
C: 1.993 -0.439 1.248
C: -1.338 -0.324 0.869
C: 0.266 1.142 -1.616
H: -1.123 0.056 1.910
H: -1.768 0.341 0.087
H: -0.149 0.089 -3.216
H: -2.015 -1.206 0.935
H: 2.837 -0.834 1.669

Relative energy (zero: lowest compared OMol25 entry of this formula, charge and spin)? In order: 25.7; 13.7; 103.3 kcal/mol.
HOMO-LUMO gap? In order: 10.05; 4.91; 8.95 eV.
Max |F|? In order: 0.4; 1.6; 3.5 eV Å⁻¹.